73
Properties=species:S:1:pos:R:3:mulliken_charge:R:1 method="wB97M-V/def2-TZVPD" e_homo_ev=-6.137 homo_lumo_gap_ev=5.2 molar_mass_g_mol=609.6 e_lumo_ha=-0.0331 energy_ev=-58546.8247 total_charge=0
C 3.9673 3.3757 3.7845 -1.22
N 4.2005 2.1489 3.0609 0.12
C 5.5829 1.7061 2.9993 -1.07
C 6.1862 2.1847 1.7131 1.09
F 7.4940 1.8452 1.5579 -0.28
F 5.4867 1.6837 0.6366 -0.24
F 6.0851 3.5568 1.6320 -0.28
C 3.1923 1.4926 2.4278 1.27
C 3.3199 0.1493 1.9826 -0.48
C 2.2781 -0.5007 1.3644 -1.20
C 1.0275 0.1418 1.1267 0.65
C -0.0540 -0.5278 0.5153 0.14
C -1.3971 -0.0701 0.7109 0.50
C -2.4185 -0.1624 -0.2752 -0.31
C -3.6853 0.3314 -0.0704 -1.24
C -4.0679 0.9236 1.1605 1.93
N -5.2746 1.5307 1.3094 0.21
C -6.2482 1.4929 0.2468 -1.31
C -5.7484 2.0307 2.5910 -1.28
C -5.4385 3.4967 2.6903 1.09
F -5.9695 4.0976 3.7951 -0.28
F -4.0712 3.7061 2.7093 -0.26
F -5.9059 4.1576 1.5743 -0.28
C -3.0891 0.9584 2.1851 -0.52
C -1.8220 0.4720 1.9675 -1.63
C 0.9221 1.5078 1.5488 -1.14
C 1.9485 2.1420 2.2127 -0.75
H 3.0757 3.2960 4.4238 0.44
H 4.8363 3.5644 4.4250 0.30
H 3.8285 4.2337 3.1053 0.36
H 6.1196 2.1946 3.8195 0.32
H 5.6530 0.6167 3.0451 0.33
H 4.2474 -0.3850 2.1709 0.22
H 2.4279 -1.5358 1.0630 0.35
H 0.0815 -1.6706 0.3356 0.08
H -2.2089 -0.6565 -1.2181 0.17
H -4.4325 0.2635 -0.8600 0.31
H -5.7722 1.7444 -0.7152 0.36
H -6.7015 0.4860 0.1559 0.37
H -7.0347 2.2339 0.4477 0.43
H -6.8402 1.9105 2.6159 0.45
H -5.2586 1.5181 3.4219 0.39
H -3.3431 1.3858 3.1496 0.24
H -1.1282 0.4868 2.8041 0.56
H 0.0143 2.0760 1.3456 0.66
H 1.8196 3.1650 2.5708 0.45
C 1.8075 0.3204 -4.2937 -0.57
C 0.4787 -0.1040 -4.2027 -0.98
C 0.0041 -0.7580 -3.0561 0.13
C 0.8960 -1.1141 -2.0243 0.38
C 0.5222 -2.0238 -0.8772 3.55
C -0.5929 -2.9333 -1.3252 -1.22
O -1.6199 -3.0026 -0.6512 -0.64
C -0.4020 -3.7614 -2.5341 0.83
C 0.8177 -3.9546 -3.2055 -0.07
C 0.8484 -4.6889 -4.3880 -0.90
C -0.3228 -5.2783 -4.8821 -0.38
C -1.5317 -5.1167 -4.1847 -0.64
C -1.5640 -4.3843 -3.0090 -0.60
C 1.6161 -2.9431 -0.6267 -0.86
N 2.4195 -3.7535 -0.3391 -0.78
C 2.2099 -0.6230 -2.0907 -0.21
C 2.6697 0.0503 -3.2290 -0.82
H 2.1670 0.8266 -5.1960 0.37
H -0.2001 0.0557 -5.0449 0.40
H -1.0420 -1.0855 -3.0261 0.26
H 1.7565 -3.5522 -2.8276 0.28
H 1.7915 -4.7994 -4.9234 0.39
H -0.3068 -5.8744 -5.7979 0.38
H -2.4681 -5.5533 -4.5312 0.38
H -2.4757 -4.2470 -2.4240 0.45
H 2.9167 -0.8458 -1.2851 0.43
H 3.7197 0.3454 -3.2878 0.42